No. 1
{"formula": "C27H37F3InN3O4S6Si", "method": "ωB97M-V/def2-TZVPD", "orbital_gap_ev": 8.058, "largest_force_ha_per_bohr": 0.0165, "relative_energy_kcal_mol": 0.0, "elements": ["In", "C", "C", "S", "C", "C", "S", "C", "C", "S", "H", "H", "H", "H", "H", "H", "H", "H", "H", "H", "H", "H", "S", "C", "C", "C", "C", "C", "C", "N", "C", "C", "C", "C", "C", "C", "C", "H", "H", "H", "H", "H", "H", "H", "H", "C", "N", "C", "C", "N", "C", "S", "H", "H", "H", "H", "H", "H", "H", "H", "C", "Si", "C", "C", "O", "H", "H", "H", "H", "H", "H", "H", "H", "H", "F", "C", "F", "F", "S", "O", "O", "O"], "xyz": [[0.4607, -0.0380, -0.5585], [4.7846, -1.4429, -1.2666], [4.7666, -1.7067, 0.2390], [3.1091, -1.8222, 0.9755], [3.2190, -0.6629, 2.3493], [3.6532, 0.7467, 1.9899], [2.5641, 1.5661, 0.7943], [3.7333, 2.2763, -0.3806], [4.6310, 1.3221, -1.1556], [3.7788, -0.0835, -1.9163], [4.4455, -2.3237, -1.8106], [5.8212, -1.2788, -1.5730], [5.3394, -0.9439, 0.7637], [5.2814, -2.6528, 0.4194], [3.8894, -1.0559, 3.1172], [2.2098, -0.6634, 2.7660], [4.6648, 0.7516, 1.5832], [3.6789, 1.3443, 2.9028], [4.3557, 2.9932, 0.1619], [3.1059, 2.8411, -1.0678], [5.4202, 0.9241, -0.5155], [5.1176, 1.8992, -1.9426], [-2.9460, -0.7114, -3.7368], [-3.5417, 0.6729, -2.8795], [-4.6183, 1.5004, -3.1843], [-4.8823, 2.5576, -2.3381], [-4.0942, 2.7883, -1.2045], [-3.0292, 1.9677, -0.9024], [-2.7480, 0.9014, -1.7519], [-1.7182, -0.0072, -1.5897], [-1.7015, -0.8829, -2.5463], [-0.6571, -1.9045, -2.6316], [-0.8215, -3.0003, -3.4724], [0.1670, -3.9611, -3.5565], [1.3144, -3.8152, -2.7935], [1.4619, -2.7223, -1.9540], [0.4888, -1.7446, -1.8511], [-5.2253, 1.3243, -4.0599], [-5.7089, 3.2191, -2.5571], [-4.3213, 3.6263, -0.5600], [-2.4052, 2.1367, -0.0413], [-1.7278, -3.1076, -4.0553], [0.0430, -4.8149, -4.2069], [2.0963, -4.5612, -2.8470], [2.3547, -2.6490, -1.3583], [-2.1068, -4.7769, 2.8705], [-2.3519, -3.3810, 2.6573], [-3.5619, -2.7354, 3.1253], [-3.3911, -1.2754, 2.6519], [-2.1206, -1.3176, 1.9595], [-1.5499, -2.5313, 1.9930], [-0.0843, -2.8867, 1.2701], [-2.9104, -5.3776, 2.4362], [-2.0426, -4.9989, 3.9389], [-1.1655, -5.0358, 2.3923], [-3.6419, -2.8136, 4.2146], [-4.4450, -3.2134, 2.6885], [-3.3678, -0.5757, 3.4903], [-4.1945, -0.9692, 1.9792], [-1.5963, -0.5270, 1.5885], [-2.4187, 1.7612, 2.8329], [-0.6471, 1.8127, 2.1835], [-0.3594, 3.5118, 1.4372], [0.4444, 1.6030, 3.7014], [-0.4788, 0.5647, 1.1337], [-2.7043, 2.7338, 3.2314], [-2.5170, 1.0406, 3.6448], [-3.1399, 1.4999, 2.0600], [-0.1588, 4.2211, 2.2416], [-1.2254, 3.8783, 0.8890], [0.4876, 3.5302, 0.7554], [0.0950, 2.2591, 4.4981], [1.4825, 1.8558, 3.5132], [0.3944, 0.5800, 4.0737], [0.3804, 4.6414, -2.7854], [-0.0440, 3.5369, -3.4016], [0.0384, 3.7331, -4.7213], [-1.3262, 3.3506, -3.0844], [0.9778, 2.0764, -2.9312], [0.3984, 0.9649, -3.6314], [2.3256, 2.4588, -3.2348], [0.7158, 1.9990, -1.4587]], "forces_ev_per_a": [[-0.16, -0.06, 0.20], [0.05, 0.04, -0.04], [0.00, -0.03, 0.05], [0.00, -0.10, -0.13], [0.02, -0.07, 0.05], [0.08, 0.10, -0.03], [0.00, -0.08, 0.08], [0.02, 0.13, 0.07], [0.07, -0.04, 0.01], [0.03, -0.06, -0.04], [-0.06, -0.01, -0.03], [-0.03, -0.02, -0.02], [-0.03, 0.03, 0.02], [0.01, 0.03, 0.01], [-0.02, 0.00, -0.02], [-0.02, 0.00, 0.00], [-0.04, 0.02, 0.01], [-0.02, 0.04, -0.02], [-0.04, -0.02, -0.03], [0.00, -0.03, 0.02], [-0.02, 0.01, 0.00], [0.00, -0.01, -0.01], [0.00, 0.06, 0.07], [-0.05, 0.04, 0.01], [0.06, -0.03, 0.02], [-0.01, 0.03, 0.02], [-0.01, -0.01, -0.01], [-0.06, -0.01, -0.07], [-0.08, 0.01, 0.08], [0.11, 0.00, -0.20], [0.03, -0.01, 0.03], [-0.10, 0.08, 0.01], [0.04, -0.03, -0.02], [0.00, 0.00, -0.01], [0.00, -0.06, -0.03], [0.08, 0.01, 0.04], [0.13, -0.04, -0.16], [-0.04, -0.01, -0.06], [-0.02, 0.02, 0.00], [-0.01, 0.03, 0.02], [0.06, 0.03, 0.06], [-0.04, 0.00, -0.02], [0.00, -0.04, -0.03], [0.03, -0.02, 0.00], [0.10, 0.01, 0.09], [0.00, -0.10, 0.02], [-0.04, -0.08, 0.06], [-0.16, 0.06, 0.04], [-0.13, -0.20, 0.13], [-0.33, -0.73, 0.28], [-0.16, 0.46, -0.16], [0.29, -0.08, 0.00], [0.00, -0.02, 0.00], [0.00, -0.02, 0.01], [0.01, -0.02, 0.00], [-0.02, 0.01, -0.05], [0.03, 0.02, 0.03], [-0.11, -0.27, -0.11], [-0.02, 0.01, 0.03], [0.08, 0.21, -0.12], [0.19, 0.08, 0.03], [-0.02, 0.14, 0.13], [0.03, -0.16, 0.00], [-0.14, -0.01, -0.18], [0.41, 0.63, -0.05], [0.01, 0.14, 0.04], [0.08, 0.14, 0.02], [-0.08, -0.01, -0.07], [0.00, 0.06, 0.07], [-0.13, 0.01, -0.06], [0.05, -0.01, -0.02], [-0.06, 0.09, 0.08], [0.22, 0.03, -0.06], [-0.01, -0.12, 0.02], [0.07, -0.04, 0.06], [-0.04, 0.08, -0.15], [0.02, -0.05, 0.13], [0.04, -0.06, -0.01], [-0.24, -0.06, 0.03], [0.05, 0.09, -0.10], [0.06, 0.08, -0.02], [-0.01, -0.24, -0.06]], "lowdin_charge": [0.74, -0.53, -0.49, 0.83, -0.52, -0.48, 0.91, -0.49, -0.49, 0.89, 0.06, 0.08, 0.06, 0.08, 0.09, 0.06, 0.06, 0.08, 0.09, 0.05, 0.07, 0.08, 1.16, -0.45, -0.08, -0.08, -0.07, -0.01, -0.28, 0.07, -0.52, -0.25, -0.04, -0.07, -0.06, -0.15, -0.20, 0.11, 0.10, 0.11, 0.08, 0.09, 0.10, 0.11, 0.03, -0.06, -0.17, -0.11, -0.14, 0.03, -0.79, 0.68, 0.09, 0.09, 0.05, 0.12, 0.12, 0.09, 0.12, 0.04, -0.16, 0.29, -0.16, -0.15, -0.44, 0.04, 0.01, 0.02, 0.04, 0.03, 0.00, 0.03, 0.00, 0.03, 0.14, -0.65, 0.14, 0.15, 0.51, -0.25, -0.28, -0.40]}

=====

No. 2
{"formula": "C3H5N2", "method": "ωB97M-V/def2-TZVPD", "orbital_gap_ev": 9.407, "smiles": "C=C=NC=[NH2+]", "largest_force_ha_per_bohr": 0.1179, "total_charge": 1, "relative_energy_kcal_mol": 111.5, "elements": ["C", "C", "N", "C", "N", "H", "H", "H", "H", "H"], "xyz": [[-0.2126, 0.1620, 1.4447], [0.1263, 1.2832, 1.0003], [0.5312, 1.8831, -0.0629], [0.4786, 1.0835, -1.0806], [0.1387, -0.1541, -0.9213], [0.4478, -0.5232, 1.7343], [-1.0896, 0.2675, 2.0325], [0.4958, 1.4881, -2.0778], [0.3207, -0.6630, -0.1271], [0.1271, -0.6449, -1.8148]], "forces_ev_per_a": [[-3.84, 1.79, 3.35], [3.06, 2.61, -4.54], [-0.01, 2.37, 4.63], [-1.85, -0.84, -1.34], [0.96, -0.44, -5.54], [2.84, -2.90, 1.20], [-1.46, -0.77, 0.50], [0.35, 0.10, -0.30], [0.13, -1.46, 1.58], [-0.18, -0.46, 0.46]], "nbo_charge": [-0.58, 0.60, -0.48, 0.42, -0.65, 0.28, 0.31, 0.24, 0.42, 0.44]}